No. 1
Molecular formula: C5H11NO
Method: DFT, ωB97M-V/def2-TZVPD

```
18
Properties=species:S:1:pos:R:3:forces:R:3
H 0.589 2.218 -0.304 0.0 -0.1 -0.2
H 1.634 1.226 -1.303 -0.2 0.1 0.0
O -0.651 -2.001 1.174 -1.0 0.0 0.0
H -0.243 0.878 -2.952 0.0 0.2 0.1
H -1.753 -0.571 2.373 0.1 -0.2 -0.2
H 0.300 -0.862 -0.682 0.1 0.2 0.1
H 0.673 -2.733 2.589 0.0 0.2 -0.3
H 1.290 -1.319 1.657 -0.4 -0.2 0.0
C 0.675 -2.233 1.608 0.9 -0.2 0.1
H -1.304 1.883 -1.952 0.2 0.0 -0.1
C 0.128 0.137 -0.296 -0.1 0.0 0.0
C 0.585 1.366 -1.005 0.0 0.1 0.0
H 0.123 2.609 -2.740 -0.1 -0.1 0.0
H -1.026 1.147 1.003 0.1 -0.1 0.0
C -0.258 1.712 -2.238 0.0 0.0 -0.1
N -0.717 0.217 0.734 0.1 0.0 -0.1
C -1.188 -0.779 1.471 0.4 0.0 0.2
H 1.144 -2.893 0.862 -0.1 0.1 0.3
```
Forces are in eV/Å.

Properties
strongest force on any atom = 1.00 eV/A
DFT total energy = -8898.0594 eV
frontier orbital gap = 0.265 Ha
HOMO energy = -6.245 eV
relative energy (zero: lowest compared OMol25 entry of this formula, charge and spin) = 351.0 kJ/mol
E_LUMO = 0.979 eV

Here are the Löwdin charges for atoms 1 to 2, given in e: 0.1025 0.1015


No. 2
Molecular formula: C42H53BBr3N8O4
Method: DFT, ωB97M-V/def2-TZVPD

```
111
Properties=species:S:1:pos:R:3:forces:R:3
C -2.949 -4.246 3.891 0.1 0.1 -0.1
C 2.891 2.178 1.620 0.3 0.5 0.8
N -5.238 -7.236 6.096 0.2 -0.6 0.1
H 6.363 2.817 -0.146 0.0 0.0 0.0
H 0.088 -3.292 2.742 0.0 -0.1 0.0
O -2.263 2.286 3.175 1.3 -2.6 -0.4
C 6.671 3.455 -3.442 -0.4 0.1 -0.3
H 1.757 2.848 3.365 0.0 -1.4 -0.5
H -0.553 3.546 -6.981 -0.1 -0.1 0.1
H -6.349 -3.438 -2.101 0.0 0.0 0.1
H 1.440 0.398 -8.556 0.1 0.0 0.0
H -2.987 -1.091 -2.140 0.0 0.0 0.0
H -2.993 6.318 -3.786 0.0 0.0 0.0
C 3.256 -0.455 3.307 -0.8 -1.5 3.6
H 3.627 0.627 -9.732 0.0 0.0 0.0
C 2.737 0.995 3.983 1.3 -2.7 -2.4
H 4.016 -0.403 2.420 -1.6 -0.3 1.8
O -2.797 -0.053 3.534 2.2 1.5 0.7
H -3.578 -9.381 8.105 0.0 0.0 0.0
H 3.818 4.650 -8.245 0.0 0.0 0.0
H -4.628 -2.231 1.637 0.0 0.0 0.0
C 3.466 -1.663 4.407 -2.7 0.8 -3.6
N 1.436 2.302 -7.789 0.6 0.2 -0.2
C -5.600 -2.914 -1.518 0.3 0.2 -0.4
H 4.217 -2.464 4.130 -1.1 1.0 0.6
H -0.738 5.374 -1.370 0.9 -0.9 0.1
C -5.938 -8.143 5.400 0.2 0.4 0.1
C -4.643 -2.244 0.552 -0.1 -0.1 0.3
C -2.012 4.419 -4.065 0.0 -0.1 0.1
H -3.197 2.240 2.899 0.3 0.2 0.3
H -2.205 4.062 -3.059 0.0 0.1 -0.2
C 3.324 3.692 -8.336 0.0 -0.1 0.0
H 3.435 3.481 -3.208 0.0 0.0 0.0
C 0.271 1.983 -1.016 1.1 1.0 0.2
H 8.121 3.114 -1.892 0.0 0.0 0.0
C -4.415 -7.709 7.045 -0.3 0.3 -0.3
C -3.728 -1.610 -1.542 -0.3 -0.2 -0.5
C 0.091 4.630 -1.214 0.8 -0.2 1.0
C 3.217 1.452 -9.165 0.0 0.1 0.0
H 1.628 4.238 -7.125 0.1 0.1 0.0
C 7.071 3.190 -2.142 -0.1 0.0 0.1
C 1.357 1.325 -0.016 -1.3 -1.3 -1.6
H -0.963 2.642 -4.691 0.0 0.0 -0.1
H -4.903 -11.034 6.787 0.0 0.1 0.0
H 0.893 2.321 -1.907 -0.9 -0.5 1.1
H -6.409 -3.470 0.397 0.0 0.0 -0.1
H 3.966 3.007 -0.816 0.1 0.0 -0.1
H 0.080 2.147 2.201 0.4 -0.4 0.3
C -4.996 -9.971 6.594 0.0 -0.1 0.0
C 0.693 0.505 1.181 0.9 -1.1 -0.4
H 2.168 0.718 4.906 0.5 0.6 -0.9
C 2.158 0.297 -0.956 -0.3 -0.4 0.3
H 0.622 4.391 -2.178 -0.9 0.2 0.9
H -6.448 -10.195 5.017 0.0 0.1 0.0
H 7.400 3.595 -4.233 0.0 0.0 0.1
H 0.074 1.022 4.588 0.1 -0.5 -1.5
C -5.855 -9.509 5.609 0.1 0.0 0.1
H 3.219 -0.785 0.508 -0.3 0.1 -0.4
H -6.594 -7.734 4.639 0.0 -0.1 0.0
C -2.451 5.672 -4.465 0.0 -0.1 0.0
C -1.320 3.626 -4.968 0.0 0.1 0.1
C 2.003 1.325 -8.511 -0.3 0.2 0.3
C -1.094 4.126 -6.240 0.0 0.3 -0.5
H 3.765 -0.917 -1.011 0.1 0.6 0.5
C 3.887 2.662 -9.074 0.1 0.0 0.0
H -0.194 3.513 0.659 -0.3 -0.6 -1.1
Br -0.992 0.649 -1.767 1.0 0.5 0.5
Br -2.410 3.246 -0.567 0.8 0.2 0.7
H -2.611 -0.515 4.374 -0.3 -0.4 -0.6
O 2.155 2.432 0.431 -0.2 -1.1 1.0
C -5.632 -2.932 -0.131 0.1 0.1 0.0
N 0.631 1.306 2.468 -0.7 0.4 -0.6
H -0.333 0.087 0.950 1.1 0.8 0.1
H -4.008 -4.036 3.808 0.0 -0.1 0.0
H 4.839 2.802 -9.574 0.0 0.0 0.0
C -4.259 -9.056 7.329 0.0 0.0 0.0
N -1.508 5.333 -6.652 -0.1 -0.1 0.6
C 4.463 3.393 -2.871 0.2 0.1 -0.4
C 2.106 3.463 -7.716 -0.3 -0.4 0.1
C -3.672 -1.571 -0.164 0.1 0.0 0.1
H 3.729 1.483 4.202 -1.3 0.0 0.0
C -2.491 -5.243 4.737 0.4 -0.3 0.3
H 3.756 1.471 1.495 -1.1 0.6 -0.2
H 1.513 -0.600 -1.240 0.2 1.5 0.4
B -1.786 0.958 3.400 -2.4 1.0 -0.2
N -1.196 -5.558 4.887 -0.1 0.5 -0.4
N -4.668 -2.265 -2.234 0.0 0.0 0.6
C -0.401 3.311 -0.428 -0.3 0.8 -0.9
C -0.314 -4.851 4.167 -0.2 -0.3 0.3
H -3.861 -6.955 7.596 0.0 -0.1 0.0
H -0.100 -0.492 3.494 0.6 1.5 0.1
H -2.502 7.049 -6.122 0.0 0.0 0.1
C -0.669 -3.832 3.297 -0.1 0.1 0.0
C 4.758 3.129 -1.543 0.1 0.0 0.0
N 3.398 -0.230 -0.334 0.0 -0.1 -0.4
C 6.091 3.025 -1.175 0.0 0.0 0.1
H -2.335 -2.737 2.488 0.0 -0.1 0.0
H 2.708 -1.789 5.222 2.1 0.7 0.3
C -2.177 6.079 -5.761 0.2 -0.1 -0.4
H 0.876 5.108 -0.539 -1.0 -0.5 -0.9
H 1.357 -0.392 1.364 -0.8 0.9 0.2
N 5.391 3.559 -3.823 0.1 -0.1 0.5
C 1.969 1.828 2.898 1.4 1.9 0.9
H 2.416 0.833 -1.918 -0.1 -0.5 1.2
H -2.885 -1.023 0.341 0.0 0.0 0.0
C -0.181 0.642 3.545 -1.6 -0.9 1.0
C -2.016 -3.528 3.159 0.0 0.1 0.0
O 2.279 -1.575 3.361 2.9 1.6 -0.9
H -3.181 -5.831 5.334 -0.1 0.1 -0.1
H 0.725 -5.128 4.307 0.0 0.0 -0.1
Br 3.758 3.936 2.067 -0.4 -1.0 -0.3
```
Forces are in eV/Å.

Properties
strongest force on any atom = 4.57 eV/A
total charge = +1
DFT total energy = -275318.8591 eV
frontier orbital gap = 0.303 Ha
HOMO energy = -10.956 eV
relative energy (zero: lowest compared OMol25 entry of this formula, charge and spin) = 282.4 kJ/mol
E_LUMO = -2.719 eV

Here are the Löwdin charges for atoms 1 to 2, given in e: -0.0620 -0.5782


No. 3
Molecular formula: C5H10N3
Method: DFT, ωB97M-V/def2-TZVPD

```
18
Properties=species:S:1:pos:R:3:forces:R:3
N 0.384 -1.074 0.113 -0.2 -0.5 -0.6
N -0.283 0.077 -0.078 -0.5 0.1 0.4
H -2.115 -0.541 -0.877 0.0 0.0 0.0
H -0.914 0.044 -2.062 0.0 0.1 0.1
C -0.613 2.076 1.346 0.2 -0.6 -0.2
H 1.986 0.768 -1.600 -0.8 -0.1 0.7
H 1.032 -2.945 -0.389 0.1 0.0 0.2
C 1.115 -0.876 1.323 0.3 0.5 0.8
C 0.397 -2.117 -0.649 -0.1 0.2 0.0
H -1.327 2.561 0.707 -0.1 0.1 -0.2
C -0.071 0.887 1.066 -0.7 0.8 -0.2
H -1.743 1.192 -1.010 0.1 0.0 0.1
H -0.214 -2.165 -1.536 -0.1 0.2 0.0
H 1.799 -1.610 1.707 0.1 -0.3 -0.1
N 0.843 0.234 1.858 0.6 -0.5 0.5
C -1.322 0.192 -1.058 -0.2 -0.3 -0.5
H 1.374 0.725 -1.121 1.2 0.3 -1.0
H -0.329 2.570 2.258 0.1 0.0 0.1
```
Forces are in eV/Å.

Properties
strongest force on any atom = 1.60 eV/A
total charge = +1
DFT total energy = -9807.2641 eV
frontier orbital gap (alpha / beta) = 0.283 / 0.283 Ha
HOMO energy (alpha / beta) = -13.263 / -13.262 eV
relative energy (zero: lowest compared OMol25 entry of this formula, charge and spin) = 432.7 kJ/mol
E_LUMO (alpha / beta) = -5.556 / -5.557 eV

Here are the Löwdin charges for atoms 1 to 2, given in e: -0.0823 -0.1213


No. 4
Molecular formula: C15H60N30O15
Method: DFT, ωB97M-V/def2-TZVPD

```
120
Properties=species:S:1:pos:R:3:forces:R:3
H -9.419 -3.636 -0.130 -0.1 0.3 -1.4
C -3.965 -6.150 -7.090 0.1 -1.5 1.6
H -3.488 10.523 1.561 0.3 -0.3 0.3
H 2.461 -1.450 5.095 0.0 0.2 0.4
O 3.861 -3.375 4.660 -0.5 0.4 2.1
H 6.591 6.210 -3.196 0.6 -0.2 -0.4
N -2.671 -0.087 6.794 1.1 1.2 2.2
N 5.172 -4.244 -6.011 3.2 2.9 2.0
C 4.470 -5.109 -6.697 -2.1 0.3 1.7
C -2.441 8.912 2.095 0.1 -0.7 0.4
N 8.168 3.547 1.574 6.8 -0.5 -2.5
H -8.242 -3.240 -1.441 -0.6 -0.3 0.1
C -6.373 -0.002 -5.460 -2.9 -2.6 -0.4
N -3.317 9.550 1.351 -3.1 1.1 -2.7
H -2.617 -5.324 -5.961 -0.3 0.6 0.7
H -4.152 9.086 1.022 0.3 -0.1 -0.2
H 2.647 7.078 7.375 -0.3 0.2 -0.3
O -1.853 9.472 2.937 3.0 3.1 3.9
O -7.150 -0.923 -5.437 -0.9 -1.8 0.8
O -3.350 -6.552 -8.011 3.1 0.2 -3.3
H 8.502 -4.717 0.107 0.4 0.5 -0.1
O 3.400 0.519 -8.992 0.8 -0.3 -1.4
H -1.006 -6.384 2.807 0.1 1.5 -0.2
N -5.137 -6.622 -6.851 -7.6 -2.3 -0.4
N 1.780 0.388 -7.496 -3.1 -1.2 1.8
H -1.566 7.103 2.486 -0.2 0.6 0.1
H 1.621 7.289 5.998 0.3 -0.3 0.0
N 2.187 4.844 7.823 1.7 -1.6 3.6
H 7.728 -3.943 1.325 -0.5 0.5 -0.3
N -6.296 0.985 -4.664 -1.2 3.9 6.0
N -3.462 -7.768 2.036 -5.4 -2.0 -1.6
N -3.583 -5.619 -5.946 3.2 2.7 1.5
N -8.059 -3.671 1.518 -0.7 -0.9 5.9
H 4.838 -3.484 -5.436 -0.5 -0.6 -0.3
H 5.814 3.493 3.362 0.2 0.2 1.4
O 0.899 0.383 -2.066 2.5 -0.8 -4.5
H 3.796 5.999 -4.750 -0.1 0.1 0.2
H 8.460 3.445 0.613 -0.1 0.1 0.2
C -7.574 -3.602 0.351 5.4 0.5 -0.9
O -6.381 -3.562 0.086 1.2 -0.2 0.0
H 4.498 -2.385 7.583 0.6 -0.7 0.1
O -1.558 -8.360 3.014 0.1 -1.9 1.1
N 5.229 -5.909 -7.394 1.6 -2.5 -2.4
H -2.700 -0.160 7.801 0.8 0.8 -0.2
H -5.606 -7.197 -7.537 0.3 0.3 -0.1
H -3.144 -2.249 7.830 -0.1 -0.6 -0.4
N -5.590 0.279 -6.412 5.5 0.1 -6.6
O -3.605 -0.937 4.977 0.9 -1.2 1.8
N -3.519 -2.189 6.894 -0.2 -0.8 0.5
H 7.621 6.341 -4.622 -0.1 0.4 0.4
H -7.312 -3.673 2.198 -1.0 0.0 0.8
N -1.960 -6.375 2.475 3.1 8.8 0.4
C 6.950 3.564 1.902 -1.5 1.0 2.1
H 4.765 -6.483 -8.082 0.5 -0.1 0.2
N 0.732 1.005 -0.006 0.2 1.0 3.4
H 1.637 1.446 -0.086 -0.4 0.0 0.4
C 8.015 -2.866 -0.416 -1.5 2.5 0.0
H -5.238 -0.430 -7.039 -0.4 0.0 0.0
H 6.171 -4.392 -5.996 -0.2 0.5 0.2
H 3.524 1.104 -5.938 0.4 0.3 -0.4
N -8.113 1.727 4.470 0.2 -1.6 -0.9
H 1.829 3.915 7.988 0.3 0.3 0.0
O -8.262 3.467 5.885 -1.5 0.8 2.0
N -1.066 0.236 -1.075 -2.3 -0.5 0.1
O 3.281 -5.201 -6.553 -2.2 -0.2 -0.8
H -3.779 -2.990 6.336 -0.1 0.0 0.5
N -2.179 7.641 1.891 -0.6 -3.8 -1.8
O 5.666 6.904 -6.056 -0.5 0.0 -0.7
H 0.987 0.457 -8.118 0.7 -0.4 -0.2
N 7.926 -3.919 0.335 0.1 -5.8 3.4
H 7.520 3.620 3.944 -0.5 -0.1 -0.3
H -2.766 7.101 1.271 0.3 0.0 0.0
H -4.923 1.008 -6.203 0.2 -0.5 -0.7
C -7.667 2.838 5.056 -2.4 0.5 0.8
H 6.634 -1.390 -0.972 0.4 -0.1 0.3
H -6.274 4.254 4.737 -0.1 -0.5 0.2
H 3.064 -1.187 6.755 -0.5 0.2 -0.6
H 5.244 -3.739 6.659 -0.1 0.3 0.5
H -3.565 -8.740 1.781 -1.0 0.4 0.0
H -6.941 0.950 -3.888 0.3 0.7 0.0
C -3.251 -1.093 6.183 -1.9 0.6 -5.1
H -8.963 1.260 4.755 0.5 0.1 -0.1
N 1.997 6.681 6.712 0.6 4.1 -1.1
H 4.595 1.434 -7.369 0.5 0.0 1.2
H 8.848 3.349 2.294 0.1 -0.1 -0.6
H -4.048 -6.962 1.873 -0.5 -1.0 -0.6
H 2.432 5.444 8.598 -0.2 -0.5 0.1
N 6.871 -2.146 -0.346 -1.2 1.3 0.0
N 4.657 6.007 -4.221 -5.4 -0.7 -0.3
H -0.022 1.323 0.586 1.0 0.6 0.7
H -1.491 -0.008 -1.959 0.0 -0.2 0.5
H 6.231 -5.779 -7.370 -0.4 -0.3 -0.6
H -9.054 -3.512 1.591 0.7 0.0 1.4
N 4.631 -2.941 6.751 1.0 -0.9 1.7
H -4.302 -5.294 -5.315 0.9 0.2 0.1
O 1.355 4.625 5.849 0.4 1.5 -0.9
H -5.759 1.792 -4.948 -0.7 0.0 0.9
N 3.788 1.035 -6.911 4.0 1.3 3.4
O 8.987 -2.599 -1.030 2.4 1.0 -2.8
C -2.361 -7.526 2.609 2.8 -6.0 0.8
H -2.505 -5.664 2.009 0.9 0.2 0.2
H -2.120 0.570 6.259 -0.4 0.0 0.4
H -7.452 1.382 3.790 -1.0 -0.8 0.0
H -5.784 -6.231 -6.182 0.3 -0.1 -0.1
C 5.674 6.494 -4.914 -1.4 0.1 -1.8
N -8.490 -3.474 -0.490 -4.9 0.5 -5.8
N 6.816 3.499 3.231 -2.2 -0.5 1.9
H -1.561 0.146 -0.199 -0.1 -0.1 -0.5
N 6.709 6.357 -4.188 6.1 0.1 2.9
C 3.052 0.567 -7.832 -3.0 -0.1 -4.0
H 1.578 0.242 -6.518 -0.3 0.2 -0.3
C 0.238 0.509 -1.106 -1.0 0.0 0.0
O 6.025 3.751 1.182 -2.8 -0.1 -2.3
N -6.583 3.315 4.527 4.2 0.9 -2.0
C 3.783 -2.757 5.757 1.8 -1.9 -4.8
H -6.001 2.704 3.972 0.2 0.6 0.1
H 4.519 5.770 -3.249 0.8 0.1 -0.3
H 6.195 -2.425 0.351 -0.1 0.1 -0.6
C 1.888 5.387 6.671 -2.9 -3.7 -1.4
N 3.059 -1.683 5.875 -2.5 2.4 0.5
```
Forces are in eV/Å.

Properties
strongest force on any atom = 9.35 eV/A
DFT total energy = -91946.6130 eV
frontier orbital gap = 0.329 Ha
HOMO energy = -9.276 eV
relative energy (zero: lowest compared OMol25 entry of this formula, charge and spin) = 1538.0 kJ/mol
E_LUMO = -0.320 eV

Here are the Löwdin charges for atoms 1 to 2, given in e: 0.1191 -0.8213